1.
Density functional theory data (ωB97M-V/def2-TZVPD) for a structure of composition C28H18Cl2MoN2O5Si in a non-equilibrium geometry.

Results
HOMO level (spin up / spin down) in hartree: -0.300 / -0.290
HOMO-LUMO gap (spin up / spin down) in eV: 6.444 / 6.388

Atoms and positions in Å:
Cl1 -3.9805 -4.0640 -1.6865
C1 -1.3860 -1.8464 1.7974
C2 1.5366 2.1078 1.4803
C3 2.5571 2.5465 3.6265
C4 4.0547 0.5941 -0.7362
C5 -0.4767 -2.8946 1.2064
H1 3.1662 2.2133 4.4533
C6 1.2961 -4.5582 -0.0439
H2 2.2404 4.4992 4.4473
C7 3.9484 2.2601 -2.9388
C8 2.8710 1.2807 -1.0087
C9 2.3074 1.6965 2.5669
C10 -3.4070 -0.2092 -0.7977
H3 -3.7579 3.4512 0.1250
N1 -2.3028 0.5436 -0.6369
H4 -1.5434 2.3956 -0.1850
C11 2.8410 2.1206 -2.1224
C12 1.0968 -3.2428 -0.4373
C13 5.1605 0.7276 -1.5552
C14 -4.8445 1.6541 -0.2860
H5 -6.3893 -2.5983 -1.3270
O1 -1.2536 -0.7179 1.1906
H6 4.1043 -0.0654 0.1191
C15 -3.7038 2.4062 -0.1292
O2 2.7226 -2.9697 -2.1763
H7 -0.5413 0.1963 -2.1400
H8 3.9035 2.9107 -3.7999
H9 -5.8238 2.0829 -0.1498
C16 -4.2582 -2.4142 -1.2960
C17 -5.7881 -0.6126 -0.8269
H10 2.7122 0.6951 2.5814
H11 0.3743 3.7236 0.6902
C18 -0.3506 -4.2014 1.6504
C19 0.9922 3.3904 1.5115
O3 -1.9158 -1.9199 -1.2402
C20 1.2376 4.2429 2.5714
C21 -4.7252 0.2923 -0.6297
N2 0.2331 -2.4272 0.1736
O4 -2.1203 -2.0669 2.7402
H12 0.8124 5.2356 2.5719
H13 2.0149 -5.1567 -0.5816
Si1 1.2827 0.9272 0.0007
Mo1 -0.4532 -0.6532 -0.7595
H14 0.6409 -6.0832 1.3211
C22 2.0318 3.8277 3.6274
H15 -0.9547 -4.5159 2.4844
C23 -5.5559 -1.9306 -1.1688
C24 -2.4508 1.8193 -0.3077
C25 -3.1476 -1.5716 -1.1276
Cl2 -7.4108 -0.0644 -0.6308
H16 1.9325 2.6573 -2.3539
C26 0.5411 -5.0542 1.0108
O5 1.0717 -1.4822 -1.9217
H17 5.9642 1.6434 -3.3155
C27 1.7229 -2.5527 -1.6281
H18 6.0638 0.1782 -1.3376
C28 5.1070 1.5534 -2.6652

Partial atomic charges computed with the Mulliken method, in multiples of e:
1. Cl -0.21
2. C 0.19
3. C 0.50
4. C -0.60
5. C -0.10
6. C 0.54
7. H 0.39
8. C -0.72
9. H 0.38
10. C -0.62
11. C 0.36
12. C -0.23
13. C 0.76
14. H 0.43
15. N 0.44
16. H 0.09
17. C -0.12
18. C 0.29
19. C -0.63
20. C -0.77
21. H 0.45
22. O -0.41
23. H 0.32
24. C -1.00
25. O -0.67
26. H 0.22
27. H 0.38
28. H 0.45
29. C 0.44
30. C 0.81
31. H 0.32
32. H 0.28
33. C -0.67
34. C -0.17
35. O -0.89
36. C -0.61
37. C -0.37
38. N 0.59
39. O -0.70
40. H 0.38
41. H 0.55
42. Si 0.05
43. Mo 0.34
44. H 0.45
45. C -0.47
46. H 0.54
47. C -0.70
48. C -0.08
49. C 0.07
50. Cl -0.26
51. H 0.34
52. C -0.37
53. O -0.66
54. H 0.38
55. C 0.38
56. H 0.38
57. C -0.47

2.
Density functional theory data (ωB97M-V/def2-TZVPD) for the molecule C4H8O in a non-equilibrium geometry.

Results
HOMO level in hartree: -0.361
Relative energy (zero: lowest compared OMol25 entry of this formula, charge and spin) in kcal per mole: 43.9
HOMO-LUMO gap in eV: 10.862

Atoms and positions in Å:
O1 -2.0593 -0.1934 -0.2984
C1 1.3137 0.0056 -0.1640
H1 -2.4889 0.7089 -0.1072
H2 2.2229 0.0072 0.5648
C2 -0.8182 -0.1438 0.3793
C3 0.2594 -1.1412 -0.0147
H3 0.3091 1.8565 0.8578
C4 0.0950 1.0662 -0.0210
H4 0.6500 -1.9960 0.5835
H5 -0.0757 1.6204 -1.0076
H6 1.7397 0.0336 -1.2463
H7 -1.0590 -0.2285 1.5002
H8 -0.0887 -1.5954 -1.0265

Partial atomic charges computed with the Mulliken method, in multiples of e:
1. O -0.56
2. C -0.34
3. H 0.32
4. H 0.29
5. C 0.23
6. C -0.72
7. H 0.21
8. C -0.60
9. H 0.29
10. H 0.28
11. H 0.17
12. H 0.22
13. H 0.21

3.
Density functional theory data (ωB97M-V/def2-TZVPD) for a cluster of 5 separate species, C28H57BClIN2O12P in total in a non-equilibrium geometry.

Results
HOMO level in hartree: -0.142
Charge: -1
Relative energy (zero: lowest compared OMol25 entry of this formula, charge and spin) in kcal per mole: 12.7
HOMO-LUMO gap in eV: 5.675

Atoms and positions in Å:
H1 10.4924 -2.3680 -3.2721
H2 5.7829 -0.9746 8.0493
H3 -6.4997 0.7824 -1.7704
H4 5.1578 -2.4393 1.7731
O1 -6.5380 2.8056 -5.4437
C1 9.4347 -2.5751 -3.4370
C2 -7.8959 0.9221 -3.3898
H5 -8.1095 1.9783 -3.2321
H6 -4.1915 -3.5189 1.5281
H7 -9.1913 7.3237 -4.4894
H8 0.7167 0.9318 -0.1984
C3 -8.9917 6.2686 -4.6774
H9 -7.7380 4.5855 -7.2915
H10 7.5587 -1.5526 -3.5784
H11 2.4125 -3.8602 8.5092
O2 -3.3474 -1.2435 2.5709
C4 -6.8718 3.9553 -5.4502
H12 -9.0771 6.0882 -5.7490
C5 -6.8368 4.7866 -6.7147
C6 -6.5297 0.5774 -2.8388
H13 2.2992 -1.9693 10.1156
P1 -0.9086 -0.2558 1.1752
H14 2.9748 -0.1220 -1.0708
C7 2.7372 -1.8367 9.1256
H15 3.9822 -3.6215 9.2427
Cl1 -0.8598 -0.8375 -1.0605
H16 -5.9698 4.4813 -7.2935
H17 -6.5974 -0.8351 -5.9270
H18 -4.9872 1.8510 1.0437
O3 5.4004 -2.7193 5.8549
C8 5.0069 -2.6479 6.9809
C9 8.6079 -1.3055 -3.4301
C10 6.1579 -2.0778 1.6299
C11 -7.6228 5.8861 -4.1531
H19 -1.8389 0.6553 3.3795
H20 10.7448 0.0433 -3.7078
H21 -1.7824 1.6203 -0.3816
I1 1.0977 -2.0715 4.2554
O4 5.0335 -0.9111 -0.1906
H22 2.3940 -0.2632 1.8495
H23 11.6465 -0.3687 -2.2351
O5 -6.2351 -0.8157 -2.9572
H24 0.9387 1.4965 1.4137
O6 -7.3604 4.4931 -4.3148
H25 -2.4689 -3.6680 1.4588
O7 8.6610 -0.6429 -2.1691
H26 5.6142 -2.4092 9.0819
H27 -4.8258 -0.8986 -5.9173
H28 -5.2077 -1.3689 0.6884
O8 -5.3664 -2.5283 -4.0180
C12 3.2415 -3.1595 8.5866
H29 -5.6448 0.4827 -5.2182
H30 -8.6657 0.3268 -2.8944
C13 6.2908 -1.2621 0.3706
N1 -4.1768 1.6890 0.4522
C14 9.6393 0.2132 -1.8142
H31 6.4828 -1.5341 2.4914
H32 1.9807 -1.4266 8.4576
C15 -4.5225 -1.6088 -0.1305
H33 -1.1716 2.2515 1.1005
H34 -3.2227 1.8565 2.2366
H35 -5.7429 1.1789 -3.2920
C16 -1.7784 1.4618 0.6765
C17 3.0416 0.3194 -0.0892
H36 6.8103 -2.9308 1.5557
H37 -9.7610 5.6729 -4.1872
H38 -7.9636 0.7150 -4.4570
H39 -3.4002 -4.1750 0.0854
H40 1.7440 -1.2879 0.5198
H41 -7.5789 6.0618 -3.0804
O9 9.5261 0.8412 -0.8021
H42 -0.2093 -1.5177 1.4585
C18 -5.7258 -1.3849 -4.0622
C19 1.9901 -0.2968 0.8508
C20 0.7784 0.6057 0.8224
H43 6.9358 -0.4192 0.5260
B1 -2.6388 -1.2541 1.3698
H44 -4.1485 -0.7261 2.4896
O10 4.9453 0.8239 1.2355
O11 -1.5520 -1.1273 4.9065
H45 11.2602 1.3161 -2.6223
C21 -3.1276 1.6727 1.1705
H46 9.3303 -3.0937 -4.3902
H47 6.7745 -1.8722 -0.3661
C22 10.8945 0.2939 -2.6601
O12 3.7483 -3.0320 7.2623
H48 9.1071 -3.2395 -2.6382
H49 -4.3789 -0.7914 -0.8103
C23 5.8659 -2.0595 8.0830
C24 -0.7052 -0.8571 4.0853
H50 -6.7499 5.8569 -6.5438
N2 -3.2250 -2.0941 0.2910
C25 -5.7035 -0.5940 -5.3533
C26 4.4255 0.1242 0.3962
C27 -3.3350 -3.4296 0.8631
H51 -0.1466 0.9633 3.2909
H52 8.8859 -0.6253 -4.2368
H53 3.5378 -1.1005 9.1991
H54 2.8610 1.3683 -0.2112
C28 -0.9059 0.2279 3.0727
H55 6.8975 -2.3422 7.8926
H56 -6.8262 6.4831 -4.5988
H57 -4.9913 -2.3906 -0.7071

Mulliken population analysis, charges in e, atoms 1 to 99:
1. H 0.27
2. H 0.25
3. H 0.34
4. H 0.31
5. O -0.48
6. C -0.98
7. C -1.01
8. H 0.20
9. H 0.36
10. H 0.37
11. H 0.74
12. C -0.99
13. H 0.28
14. H 0.36
15. H 0.34
16. O -0.50
17. C 0.82
18. H 0.27
19. C -1.21
20. C -0.26
21. H 0.36
22. P 0.86
23. H 0.26
24. C -0.92
25. H 0.35
26. Cl -0.44
27. H 0.33
28. H 0.23
29. H 0.24
30. O -0.56
31. C 0.74
32. C -0.47
33. C -1.30
34. C -0.44
35. H 0.20
36. H 0.34
37. H 0.43
38. I -0.09
39. O -0.38
40. H 0.16
41. H 0.26
42. O -0.33
43. H 0.65
44. O -0.35
45. H 0.37
46. O -0.35
47. H 0.33
48. H 0.33
49. H 0.22
50. O -0.60
51. C -0.43
52. H 0.26
53. H 0.42
54. C 0.11
55. N -0.46
56. C 0.81
57. H 0.31
58. H 0.27
59. C -1.09
60. H 0.49
61. H 0.40
62. H 0.35
63. C -1.28
64. C -0.74
65. H 0.45
66. H 0.30
67. H 0.23
68. H 0.33
69. H 0.34
70. H 0.34
71. O -0.54
72. H -0.15
73. C 0.78
74. C -0.12
75. C -1.92
76. H 0.28
77. B 0.88
78. H 0.25
79. O -0.64
80. O -0.54
81. H 0.32
82. C -0.21
83. H 0.37
84. H 0.13
85. C -1.08
86. O -0.35
87. H 0.30
88. H 0.23
89. C -0.94
90. C 0.05
91. H 0.35
92. N -0.08
93. C -0.90
94. C 0.50
95. C -1.34
96. H 0.63
97. H 0.40
98. H 0.27
99. H 0.51